This record from the OMol25 dataset describes a 8-piece molecular cluster, C11H38N4O8 overall. The level of theory is ωB97M-V with the def2-TZVPD basis set.

Positions of all 61 atoms, in Å:
N (-3.5822, 0.9022, -0.3104)
C (-4.0824, 1.6218, 0.6520)
N (-5.2176, 1.1388, 1.1506)
O (-3.3131, 2.6580, 1.1901)
H (-2.7259, 1.2234, -0.6754)
H (-4.2149, 0.2751, -0.8621)
H (-5.5282, 1.7787, 1.9524)
H (-5.8518, 0.4495, 0.6650)
N (4.3534, -3.1272, -0.8193)
C (4.0295, -2.0370, -0.2397)
N (2.7519, -2.0865, 0.0928)
O (4.9535, -1.0519, -0.1028)
H (5.3034, -3.2482, -1.2147)
H (3.6578, -3.7357, -1.1988)
H (2.4286, -1.3660, 0.7459)
H (2.1034, -2.8380, -0.1646)
C (3.3673, -0.0755, 4.2274)
C (3.0177, 0.7008, 2.8947)
O (2.0595, -0.0425, 2.2372)
H (4.1098, 0.5640, 4.8013)
H (3.8546, -1.0987, 4.0035)
H (2.5803, -0.2732, 4.9835)
H (3.8459, 0.9775, 2.2617)
H (2.4753, 1.5602, 3.1537)
H (1.4170, -0.4588, 2.7552)
C (-0.7858, 1.6761, 3.6483)
C (-2.0547, 0.8311, 3.6826)
O (-2.2776, 0.1468, 4.9118)
H (-0.8900, 2.4001, 2.7795)
H (0.1133, 1.0053, 3.5265)
H (-0.7113, 2.3553, 4.5316)
H (-2.0545, 0.1712, 2.8497)
H (-2.8451, 1.5965, 3.5311)
H (-3.1384, -0.2655, 4.8291)
C (0.9365, 0.1215, -4.1528)
C (1.9564, -0.5827, -3.2822)
O (1.5594, -0.7510, -1.9640)
H (1.3233, -0.0064, -5.1787)
H (0.8006, 1.2117, -4.0613)
H (0.0178, -0.4913, -4.2587)
H (2.9965, -0.0879, -3.1218)
H (2.1509, -1.4700, -3.8380)
H (2.1725, -1.3461, -1.4693)
C (-1.2319, -2.2917, -1.5013)
O (-1.9891, -3.4242, -1.1865)
H (-1.8040, -1.3746, -1.4760)
H (-0.6247, -2.3340, -2.4842)
H (-0.4776, -2.1702, -0.7076)
H (-1.3939, -4.2050, -1.1200)
C (-2.3030, 1.8029, -4.2517)
O (-2.3070, 0.6310, -3.4361)
H (-2.3030, 2.7222, -3.7611)
H (-3.1670, 1.8936, -4.9380)
H (-1.4022, 1.8804, -4.8259)
H (-1.5375, 0.8207, -2.8800)
C (-0.1320, 1.3974, -0.1460)
O (-0.5478, 0.7422, -1.3422)
H (0.1939, 2.3946, -0.2953)
H (0.6693, 0.8552, 0.3243)
H (-0.9490, 1.4741, 0.4903)
H (0.2439, 0.2600, -1.6054)

Cartesian forces (eV/Å) of the 6 atoms listed first:
-0.832 -1.812 -2.289
4.267 4.336 3.008
-2.477 1.575 2.500
-4.333 -4.876 -2.233
0.856 0.048 -0.946
1.447 0.934 0.631

Summary:
M	354.4	g mol⁻¹
structure (SMILES)	NC(N)=O.NC(N)=O.CCO.CCO.CCO.CO.CO.CO
HOMO level	-9.23	eV
2S+1	1
energy above the lowest of the compared OMol25 structures with the same formula, charge and spin	149.9	kcal per mole
Kohn-Sham gap	9.200	eV
LUMO energy	-0.03	eV
E	-34360.0216	eV